1.
{"formula": "C3H4F2O3S", "method": "ωB97M-V with the def2-TZVPD basis set", "elements": ["C", "C", "C", "O", "O", "O", "F", "F", "S", "H", "H", "H", "H"], "coordinates": [[0.851, 0.886, -0.406], [2.896, -0.342, 0.173], [1.535, -0.275, 0.091], [-0.272, 1.177, -0.119], [-4.431, -0.542, -0.723], [-2.896, 0.401, 0.991], [1.651, 1.648, -1.209], [-2.160, -1.513, -0.370], [-3.113, -0.061, -0.541], [3.478, -1.116, 0.650], [3.339, 0.570, -0.031], [-1.948, 0.394, 1.107], [1.071, -1.227, 0.385]], "atomic_forces_ev_per_a": [[-0.6, 0.2, 0.2], [-2.8, 0.3, 0.7], [3.2, -3.1, 0.4], [0.6, 0.5, -0.7], [-0.7, 0.1, 0.5], [-1.3, -0.5, -0.7], [-1.0, -0.1, 0.5], [-0.8, 1.5, -0.1], [1.9, -1.2, 0.0], [-0.3, -0.3, -0.2], [1.6, 1.4, -0.7], [1.0, 0.3, 0.2], [-0.8, 1.0, -0.2]], "mulliken_charge": [0.501, -0.730, -0.020, -0.459, -0.467, -0.420, -0.227, -0.347, 0.870, 0.288, 0.288, 0.408, 0.315], "homo_ev": -11.0, "orbital_gap_ev": 10.496, "energy_ev": -25587.352}

=====

2.
{"formula": "C4H4N", "method": "ωB97M-V with the def2-TZVPD basis set", "elements": ["C", "C", "C", "C", "N", "H", "H", "H", "H"], "coordinates": [[-2.439, -0.191, -0.002], [1.065, 0.882, -0.057], [-0.027, 0.219, 0.236], [1.377, -0.552, 0.111], [-1.300, 0.059, 0.211], [-3.388, -0.145, -0.313], [1.465, 1.919, -0.305], [1.519, -1.105, -0.930], [1.729, -1.085, 1.047]], "atomic_forces_ev_per_a": [[8.2, 1.5, 1.9], [0.0, 1.9, 0.6], [4.2, -0.6, -0.2], [-1.0, -1.6, -1.6], [-7.1, -1.2, -1.5], [-3.5, -0.2, -0.8], [-0.5, -1.7, 0.3], [-0.1, 0.9, 2.5], [-0.1, 1.1, -1.3]], "mulliken_charge": [0.118, -0.150, 0.167, -0.417, -0.030, 0.482, 0.337, 0.219, 0.275], "charge": 1, "smiles": "C#[N+]C1=CC1", "homo_ev": -15.0, "orbital_gap_ev": 8.930, "energy_ev": -5690.206}